Entry 1:
Density functional theory data (ωB97M-V/def2-TZVPD) for a 3-piece molecular cluster, C23H45ClN3O7P overall.

```
80
Properties=species:S:1:pos:R:3:forces:R:3
C -5.0247 -0.3252 4.0158 -0.06 -0.09 -0.19
C 7.6069 -0.9052 2.1957 0.08 -0.03 0.06
O -3.6746 1.6083 2.6982 -0.01 0.05 -0.01
C -1.7928 -0.6331 1.0627 -0.13 -0.02 0.00
H -0.2642 2.6336 -5.3343 0.01 -0.01 0.00
H 7.5616 1.2740 2.0143 -0.01 0.00 0.01
C 3.8452 -0.7953 1.8698 -0.04 0.04 0.02
N 6.2845 -1.1929 1.6713 -0.03 0.03 -0.01
H 3.1135 -0.1549 2.3641 0.00 0.00 0.00
H 3.3172 3.1895 -3.6624 -0.01 0.01 -0.01
O -0.8405 -0.2690 0.4666 0.19 0.10 -0.05
N -1.3349 1.7831 3.3783 0.27 0.01 0.04
C -5.5560 0.4058 1.9166 -0.15 -0.08 0.31
H 3.6976 -1.8175 2.2205 0.04 -0.01 -0.02
H 5.3534 0.7249 1.8102 0.00 0.00 0.02
H -5.9557 -1.7144 1.9623 0.05 0.09 0.08
H 1.2459 3.4803 -2.8101 0.00 -0.01 0.00
C -5.5004 -4.3142 1.3897 0.03 0.19 -0.02
H -5.7094 -0.3699 -0.7228 0.01 0.03 -0.02
H 5.2950 -2.0567 0.0724 -0.02 0.01 0.03
H 5.9011 -0.6362 -1.7161 0.01 0.00 0.00
C 3.6049 2.1467 -3.8056 0.02 -0.04 -0.02
H -7.0310 -1.5006 -0.5492 0.02 0.11 -0.04
H 9.1235 0.6075 2.4752 0.00 0.00 0.00
C 8.2477 0.4434 1.8446 0.03 -0.02 0.00
O -5.0908 2.3749 0.0653 -0.02 -0.21 0.07
H 8.2742 -1.7112 1.8779 -0.01 0.00 -0.02
H 0.1296 0.7319 -1.7604 -0.01 0.05 -0.04
H 1.8585 2.4363 -0.8666 -0.01 0.01 -0.02
C 2.0134 1.3614 -0.9694 0.04 -0.07 0.04
H 7.2177 0.1338 -0.8407 -0.01 0.03 0.04
H 4.1043 1.8075 -2.8992 -0.03 0.03 0.03
H 5.3771 -0.2556 3.2660 0.03 0.00 0.00
H -4.7501 -2.4192 -1.3876 -0.09 -0.02 -0.02
H -0.1839 4.2723 -4.6696 0.00 0.00 0.00
H -5.1556 -5.3467 1.3603 -0.09 -0.02 0.05
H -4.2476 -2.3310 0.2934 0.06 -0.06 -0.15
C -6.2330 -0.8519 1.3532 -0.17 0.08 -0.39
H -6.3832 -4.2676 2.0283 0.02 -0.04 0.00
H -7.2885 -0.6714 1.5690 -0.02 -0.13 0.02
H 2.1534 1.4513 -5.2226 -0.03 0.03 0.01
P -6.1486 2.1160 1.2924 0.04 0.45 0.20
C -2.4348 1.6918 3.0593 -0.17 0.05 0.02
H -0.3247 2.6980 -2.8202 0.01 0.00 0.03
C 6.2253 -0.3005 -0.7286 0.02 -0.04 -0.03
N 1.1825 1.4240 -3.3939 0.00 0.00 -0.01
O -7.5402 1.7273 0.5345 0.19 -0.13 0.22
O -5.9413 0.3885 3.3353 -0.05 -0.02 -0.27
H 3.6334 -0.7610 0.8005 -0.03 -0.02 0.00
H 5.5437 0.4916 -0.4134 -0.02 -0.01 0.00
C 5.2510 -0.3079 2.1812 -0.03 0.03 -0.03
H 1.4617 -0.2790 -2.2504 0.03 0.01 -0.03
H -5.4346 -4.5156 -0.7570 0.03 0.03 0.03
O -5.0868 -0.6679 5.1394 -0.05 -0.09 0.19
H -4.7156 -3.7348 1.8836 0.01 -0.05 -0.02
C -5.7800 -3.7792 -0.0295 0.05 -0.15 -0.07
Cl -1.7490 -2.1124 2.0044 -0.02 -0.16 0.04
H -6.8590 -3.7020 -0.1894 0.03 -0.01 -0.03
H 4.3385 2.1190 -4.6138 0.00 -0.01 0.00
H 2.6875 0.2175 -4.1206 0.00 0.00 0.03
O -3.9659 -0.6242 3.1713 0.20 0.41 0.02
C 2.3998 1.2706 -4.1734 0.08 -0.01 -0.07
H 8.5812 0.4822 0.8082 -0.03 0.01 -0.01
H -2.9067 1.0378 0.5150 -0.09 -0.03 -0.09
H -7.5812 0.8607 0.1192 -0.06 -0.15 -0.18
H 7.5420 -0.9821 3.2855 -0.04 0.02 0.00
C 6.2083 -1.4839 0.2492 -0.02 -0.05 -0.09
C 1.1687 0.7638 -2.0989 -0.07 -0.07 0.09
C -5.1187 -2.4293 -0.3602 -0.15 0.06 0.27
C 0.3487 3.3240 -4.7530 -0.02 0.01 0.01
H -5.1389 1.7613 -0.6753 0.00 -0.03 -0.14
H 1.2681 3.5158 -5.3071 0.01 0.00 0.00
C -3.1401 0.0568 0.9277 -0.02 0.07 0.03
H 3.0788 1.1801 -1.1145 0.00 0.04 -0.01
H 1.7291 0.8975 -0.0234 -0.01 0.01 0.00
H -3.6827 -0.4940 0.1617 0.05 -0.03 0.07
H 7.0287 -2.1657 0.0113 0.03 0.03 0.01
C -4.0416 0.3078 2.1283 0.02 -0.23 -0.11
C 0.6213 2.7624 -3.3657 0.01 0.03 -0.02
C -6.0549 -1.2287 -0.1378 0.12 0.03 0.15
```
Forces are in eV/Å.

Its relative energy (zero: lowest compared OMol25 entry of this formula, charge and spin) is 0.00 kJ/mol. The orbital gap comes out at 7.9 eV. The spin multiplicity is 1. The SMILES is CCCCC[C@@]1(P(O)O)OC(=O)O[C@]1(CC(=O)Cl)OC#N.CCN(CC)CC.CCN(CC)CC. Its net charge is 0. For the HOMO energy, the calculation gives -7.96 eV. The total energy is -2395.84619 Ha.

Need the Mulliken charges? In units of e they are: 0.343, -0.735, -0.465, 0.107, 0.334, 0.273, -1.266, 0.076, 0.467, 0.253, -0.351, -0.510, 1.670, 0.323, 0.231, 0.521, 0.260, -1.039, 0.307, 0.375, 0.363, -0.732, 0.590, 0.398, -0.958, -0.419, 0.362, 0.298, 0.334, -0.533, 0.297, 0.056, 0.482, 0.463, 0.439, 0.324, 0.022, -1.644, 0.294, 0.597, 0.388, -0.195, 0.526, 0.404, -0.813, 0.157, -0.540, -0.490, 0.104, 0.144, -0.359, 0.233, 0.430, -0.523, 0.257, -0.788, -0.157, 0.298, 0.381, 0.342, -0.438, -0.718, 0.220, 0.644, 0.390, 0.412, -0.780, -0.626, -0.341, -1.447, 0.366, 0.298, -1.211, -0.128, 0.322, 0.522, 0.373, 1.263, -0.297, -0.830



Entry 2:
Density functional theory data (ωB97M-V/def2-TZVPD) for C21H26N5O3S2Sr as an isolated structure.

```
58
Properties=species:S:1:pos:R:3:forces:R:3
C 0.8706 2.2029 2.4816 -0.15 -0.06 0.01
C 5.3255 0.3867 2.2986 0.06 0.11 -0.08
O 2.1601 -0.2478 -0.1413 1.05 0.76 0.05
C 5.1026 1.2255 1.1941 -0.13 -0.25 0.14
N 1.1960 2.4902 1.0987 0.16 0.14 0.06
C -2.9724 -0.8921 -4.4898 0.02 0.00 -0.17
N -1.2377 -0.5180 -2.3928 0.06 0.00 -0.12
C 4.4642 -0.6455 2.5578 -0.20 -0.06 -0.14
H -3.6674 -1.0558 -5.3079 0.02 0.00 0.02
O -0.8606 -3.4015 0.0922 0.11 -0.67 -0.57
C -0.8929 3.0870 -0.1600 -0.04 0.05 -0.01
H -1.0507 -4.4770 -3.7571 0.01 0.04 0.01
H -3.5882 -7.3784 -0.6260 0.00 0.00 -0.03
H 0.3867 -0.4812 2.5016 -0.02 -0.03 0.02
H -4.5056 -0.8209 -2.9934 0.02 -0.02 -0.03
C -3.0374 -6.7403 -1.3157 -0.19 -0.26 -0.33
C -1.5143 -4.8446 -1.6628 -0.69 -0.98 -0.50
C 4.0109 0.9589 0.4143 -0.01 -0.02 0.06
H -1.2849 1.9216 2.3863 -0.04 0.06 -0.01
H -0.5321 1.3154 3.8532 0.06 0.02 -0.06
N -0.6666 1.9626 -1.0440 0.08 -0.06 -0.01
H 0.3056 4.3785 1.1250 -0.03 -0.01 0.06
C -3.4473 -0.7635 -3.2120 -0.20 -0.05 0.27
H -1.5742 2.7528 0.6217 -0.02 0.08 0.05
C -1.6096 -5.1133 -3.0822 0.28 0.16 0.52
H -0.6361 2.2147 -2.0215 -0.03 -0.04 0.01
H 0.8174 3.1509 3.0289 -0.04 0.02 0.00
H 1.7131 1.6525 2.9208 -0.02 -0.06 -0.04
C 0.4432 3.5374 0.4356 -0.04 -0.01 0.04
C -2.3855 -6.1266 -3.5711 -0.30 -0.37 0.07
H 6.1788 0.5540 2.9449 0.00 0.00 0.02
S -3.0916 -0.3679 -0.4874 0.12 0.05 -0.23
H -1.1766 -0.9372 -5.7268 -0.03 -0.01 0.00
H 1.0514 3.9139 -0.3965 0.02 0.02 0.00
C -2.5559 -0.5741 -2.1266 -0.10 0.13 -0.14
C -0.7849 -0.6466 -3.6392 -0.10 -0.03 -0.13
H -2.2474 -5.5437 0.2626 0.02 0.01 0.00
H 3.7183 1.5326 -0.4505 -0.01 0.01 -0.01
H 5.7407 2.0617 0.9536 0.04 0.01 0.01
H -2.4381 -6.2719 -4.6494 -0.01 -0.02 0.03
H -1.3699 1.2359 -0.9166 -0.05 0.16 -0.04
N 3.1708 -0.0667 0.6756 -0.11 -0.21 -0.05
O 0.1605 -3.1955 -1.9255 -0.49 -0.30 0.32
Sr 0.1827 -1.3715 -0.3934 -0.85 0.12 0.33
C -1.5963 -0.8231 -4.7365 -0.08 0.02 0.08
C -3.1285 -6.9874 -2.7143 0.22 0.27 0.11
H -3.7398 -7.7909 -3.1094 0.01 0.01 0.01
C 3.3255 -0.9233 1.7480 0.53 0.41 0.10
H 4.6089 -1.3079 3.3987 0.04 0.01 0.03
S 2.2438 -2.1831 2.0262 -0.05 -0.09 0.04
C -0.7182 -3.7987 -1.1528 0.60 0.58 0.40
H -1.2225 -0.3988 2.1706 -0.02 0.02 -0.04
H 0.2938 -0.6154 -3.7536 0.04 -0.04 0.01
C -0.4087 1.3940 2.7580 0.16 0.09 0.11
C -2.2821 -5.7226 -0.8050 0.27 0.57 -0.20
H 1.1531 1.6467 0.5318 0.00 -0.08 -0.01
N -0.3433 0.1023 2.0972 0.00 -0.16 -0.01
H -1.3774 3.9481 -0.6489 0.04 -0.05 -0.02
```
Forces are in eV/Å.

Its relative energy (zero: lowest compared OMol25 entry of this formula, charge and spin) is 116.87 kJ/mol. The orbital gap (alpha / beta) comes out at 2.2 / 5.8 eV. The spin multiplicity is 2. Its net charge is -2. For the HOMO energy (alpha / beta), the calculation gives 2.14 / -1.52 eV. The total energy is -2142.51461 Ha.

Need the natural (NBO) charges? In units of e they are: -0.215, -0.207, -0.728, -0.315, -0.672, -0.175, -0.602, -0.255, 0.192, -0.914, -0.236, 0.203, 0.168, 0.382, 0.212, -0.261, -0.277, 0.039, 0.183, 0.147, -0.895, 0.165, -0.280, 0.187, -0.220, 0.356, 0.171, 0.186, -0.209, -0.263, 0.198, -0.491, 0.197, 0.170, 0.089, 0.066, 0.204, 0.227, 0.209, 0.168, 0.411, 0.004, -0.923, 1.798, -0.318, -0.402, 0.166, 0.011, 0.220, -0.333, 0.675, 0.383, 0.182, -0.228, -0.217, 0.408, -0.893, 0.152



Entry 3:
Density functional theory data (ωB97M-V/def2-TZVPD) for a 2-piece molecular cluster, C17H12F4N2 overall.

```
35
Properties=species:S:1:pos:R:3:forces:R:3
C -0.2498 0.4253 0.6516 0.24 -0.10 0.19
C -1.5487 1.0189 0.7437 -1.47 0.67 0.49
C -0.2079 -1.8156 -2.6905 0.14 -1.94 -0.92
C 1.3241 -4.0345 -0.2574 0.21 -0.37 0.42
H -5.3040 2.3731 0.8173 0.39 -0.21 -0.01
C 1.3371 2.4302 0.8279 0.31 -0.46 -0.23
H -0.2345 -0.6665 0.4997 0.04 0.23 -0.06
H 0.5297 3.1541 0.8662 0.84 -0.03 -0.13
F -5.0166 -0.2582 0.7998 1.19 0.95 0.08
C 1.0469 1.0274 0.7307 1.32 0.60 0.42
C -3.9685 0.6313 0.8145 -0.84 -0.83 -0.02
C -3.1808 2.8391 0.8649 0.73 1.25 -0.05
C 3.7726 2.0133 0.8264 -0.64 -0.56 0.04
H -0.5809 -0.8694 -3.0705 0.01 -0.09 0.31
H 1.9636 -0.9267 0.7486 0.37 0.21 -0.20
F -3.4242 4.1968 0.8795 0.28 -1.48 0.09
H 2.3089 -4.4356 -0.5792 -0.48 0.27 0.39
C -1.8475 2.4200 0.8630 -0.29 -0.53 -0.30
H -0.3310 -3.2782 -4.4206 0.03 0.08 -0.12
C -2.6726 0.1292 0.7969 0.71 0.19 -0.36
C 2.1742 0.1435 0.7840 -0.66 0.10 -0.33
C 3.4673 0.6482 0.8174 0.87 -0.69 -0.11
H -2.4564 -0.9411 0.7977 -0.41 0.25 -0.19
C 2.6671 2.8578 0.8446 -0.67 1.15 -0.04
C -0.0534 -3.0363 -3.4084 0.12 1.29 1.46
H 4.7960 2.3976 0.8228 -0.43 -0.22 -0.01
N 0.5189 -3.9665 -2.5899 0.00 0.90 1.13
F 2.9049 4.2165 0.8554 -0.28 -1.46 0.07
H 0.6946 -4.9031 0.0262 0.42 0.46 0.15
C -4.2806 1.9920 0.8252 0.61 -0.51 0.04
H 1.4429 -3.3353 0.5890 0.04 -0.48 -0.12
C 0.6930 -3.3325 -1.3859 -1.23 0.91 -2.85
H -1.0466 3.1502 0.9321 -0.84 -0.07 -0.14
F 4.5200 -0.2360 0.7926 -1.23 0.98 0.13
N 0.2425 -2.0290 -1.4155 0.61 -0.45 0.75
```
Forces are in eV/Å.

Its relative energy (zero: lowest compared OMol25 entry of this formula, charge and spin) is 261.56 kJ/mol. The orbital gap comes out at 1.9 eV. The spin multiplicity is 1. Its net charge is 0. For the HOMO energy, the calculation gives -5.95 eV. The total energy is -1163.82120 Ha.

Need the natural (NBO) charges? In units of e they are: 0.159, -0.137, -0.186, -0.634, 0.272, -0.187, 0.296, 0.222, -0.307, -0.163, 0.400, 0.393, -0.236, 0.175, 0.264, -0.315, 0.221, -0.187, 0.182, -0.167, -0.097, 0.374, 0.267, 0.389, -0.134, 0.271, -0.518, -0.316, 0.217, -0.246, 0.181, 0.237, 0.224, -0.306, -0.611